# 1
86
Properties=species:S:1:pos:R:3:lowdin_charge:R:1 method="wB97M-V/def2-TZVPD" homo_energy_ev="-13.50 / -13.92" e_above_lowest_kj_mol=0.0 energy_ha=-3471.451075 total_charge=+2 multiplicity=2 homo_lumo_gap_ev="7.304 / 7.586"
V 1.0039 0.4211 0.3716 0.756
O 0.6097 2.3176 1.0148 0.049
C -0.2164 1.5134 1.4013 -0.349
C -1.4654 1.4206 2.0758 -0.213
C -2.3014 2.4497 2.5155 0.032
C -3.5272 2.1007 3.0494 -0.027
C -3.9078 0.7633 3.1439 -0.014
C -3.0719 -0.2655 2.7215 -0.032
C -1.8401 0.0643 2.1855 -0.279
P -0.5161 -1.0620 1.6204 1.107
C -1.2535 -2.5084 0.8470 -0.349
C -1.2052 -2.6243 -0.5440 -0.095
C -1.8092 -3.7087 -1.1633 -0.052
C -2.4439 -4.6780 -0.4001 -0.046
C -2.4728 -4.5752 0.9847 -0.052
C -1.8799 -3.4941 1.6112 -0.083
C 0.2942 -1.6034 3.1405 -0.355
C 1.1994 -2.6626 3.0453 -0.097
C 1.9269 -3.0509 4.1579 -0.059
C 1.7622 -2.3830 5.3659 -0.053
C 0.8599 -1.3336 5.4643 -0.056
C 0.1247 -0.9410 4.3543 -0.076
H -1.9982 3.4839 2.4220 0.137
H -4.2064 2.8695 3.3918 0.124
H -4.8759 0.5211 3.5625 0.126
H -3.3898 -1.2956 2.8093 0.117
H -0.7011 -1.8672 -1.1326 0.065
H -1.7822 -3.7966 -2.2413 0.113
H -2.9124 -5.5251 -0.8826 0.118
H -2.9567 -5.3415 1.5749 0.118
H -1.8850 -3.4259 2.6934 0.115
H 1.3187 -3.1934 2.1070 0.117
H 2.6124 -3.8856 4.0883 0.115
H 2.3281 -2.6915 6.2347 0.117
H 0.7188 -0.8229 6.4074 0.117
H -0.5830 -0.1262 4.4490 0.109
N 0.5576 0.4185 -1.2919 -0.272
P -0.2319 1.2954 -2.3981 0.897
C -0.5040 0.2559 -3.8369 -0.312
C 0.1759 -0.9512 -3.9689 -0.086
C -0.0463 -1.7432 -5.0851 -0.062
C -0.9400 -1.3325 -6.0641 -0.050
C -1.6175 -0.1272 -5.9324 -0.052
C -1.4024 0.6674 -4.8205 -0.068
C -1.8408 1.8059 -1.7845 -0.292
C -2.6174 0.8567 -1.1201 -0.079
C -3.8881 1.1851 -0.6810 -0.064
C -4.3911 2.4610 -0.9084 -0.052
C -3.6233 3.4049 -1.5758 -0.049
C -2.3482 3.0810 -2.0177 -0.066
C 0.7090 2.7475 -2.8665 -0.294
C 1.4003 2.7612 -4.0750 -0.057
C 2.1842 3.8565 -4.4077 -0.051
C 2.2857 4.9281 -3.5343 -0.048
C 1.6035 4.9113 -2.3221 -0.054
C 0.8171 3.8245 -1.9852 -0.096
H 0.8801 -1.2590 -3.2062 0.096
H 0.4853 -2.6791 -5.1942 0.113
H -1.1092 -1.9506 -6.9354 0.117
H -2.3140 0.1907 -6.6960 0.117
H -1.9399 1.6033 -4.7162 0.117
H -2.2367 -0.1478 -0.9641 0.089
H -4.4935 0.4406 -0.1800 0.114
H -5.3883 2.7158 -0.5753 0.116
H -4.0165 4.3953 -1.7609 0.117
H -1.7584 3.8223 -2.5404 0.109
H 1.3180 1.9294 -4.7627 0.110
H 2.7102 3.8718 -5.3524 0.117
H 2.8937 5.7829 -3.7981 0.117
H 1.6747 5.7532 -1.6467 0.115
H 0.2756 3.8253 -1.0472 0.097
C 5.5307 -0.9844 2.6581 0.000
N 4.2213 -0.5816 2.1496 -0.104
C 3.5117 0.5113 2.8039 0.009
C 3.6729 -1.1478 1.0871 -0.443
C 4.3917 -2.2426 0.3611 0.041
O 2.5452 -0.7779 0.6777 -0.121
H 5.5797 -0.7584 3.7192 0.100
H 6.3280 -0.4466 2.1436 0.112
H 5.6773 -2.0528 2.5327 0.092
H 4.1246 0.8954 3.6127 0.105
H 2.5650 0.1540 3.2145 0.085
H 3.3294 1.3275 2.1005 0.097
H 4.4698 -3.1319 0.9884 0.103
H 5.4031 -1.9416 0.0902 0.105
H 3.8292 -2.4862 -0.5348 0.098

***

# 2
21
Properties=species:S:1:pos:R:3:lowdin_charge:R:1 method="wB97M-V/def2-TZVPD" homo_energy_ev=-9.14 e_above_lowest_kj_mol=84.6 energy_ha=-275.084011 total_charge=0 smiles="C/C=C/CCCC" homo_lumo_gap_ev=10.358
C -2.6761 -0.5551 1.6552 -0.116
C -2.0957 0.0102 0.3877 -0.162
C -0.8607 0.4921 0.2868 -0.149
C -0.2308 0.9675 -0.9882 -0.204
C 0.8583 0.0492 -1.5961 -0.207
C 1.6233 -0.7662 -0.5671 -0.280
C 2.5076 0.1204 0.3098 -0.110
H -1.9234 -1.0525 2.2799 0.072
H -3.1425 0.1506 2.3360 0.068
H -3.4114 -1.3214 1.4222 0.064
H -2.8267 0.0505 -0.4114 0.099
H -0.3018 0.4910 1.2215 0.106
H -1.0390 1.1032 -1.7172 0.106
H 0.1618 1.9743 -0.8291 0.106
H 1.5991 0.6775 -2.0745 0.102
H 0.3574 -0.6408 -2.2649 0.105
H 0.9344 -1.3304 0.0665 0.099
H 2.2381 -1.4949 -1.0830 0.100
H 3.2191 0.6564 -0.3164 0.070
H 3.0831 -0.4578 1.0406 0.072
H 1.9259 0.8762 0.8416 0.062